59
Properties=species:S:1:pos:R:3:mulliken_charge:R:1 method="wB97M-V/def2-TZVPD" homo_lumo_gap_ev=9.92 de_lowest_ev=0.0173 smiles="O=C(c1cc(S(=O)(=O)N2CCC3(CC2)OCCO3)ccc1F)N1CCC2(CC1)OCCO2" e_homo_ha=-0.34724 spin_multiplicity=1
O 3.383 0.545 -2.774 -0.676
C 2.339 0.198 -2.264 0.016
N 2.255 -0.745 -1.305 0.289
C 1.019 -1.179 -0.685 -0.332
C 1.292 -1.690 0.723 -1.483
H 1.762 -0.912 1.324 0.266
H 0.354 -1.977 1.196 0.368
C 2.228 -2.905 0.724 1.912
C 3.147 -2.872 -0.518 -1.110
C 3.466 -1.436 -0.899 -1.019
H 3.925 -0.922 -0.046 0.294
H 4.164 -1.393 -1.739 0.552
H 4.072 -3.407 -0.301 0.474
H 2.637 -3.378 -1.339 0.337
O 2.981 -2.896 1.921 -0.516
C 3.238 -4.236 2.284 -0.473
H 4.279 -4.503 2.067 0.291
C 2.249 -5.064 1.435 -0.456
H 1.578 -5.678 2.036 0.328
O 1.470 -4.096 0.767 -0.571
H 2.778 -5.700 0.714 0.264
H 3.059 -4.333 3.357 0.322
H 0.317 -0.343 -0.632 0.336
H 0.555 -1.980 -1.276 -0.006
C 1.023 0.820 -2.659 -0.148
C 0.665 2.079 -2.195 -0.046
C -0.549 2.628 -2.564 -0.301
C -1.403 1.973 -3.431 -0.259
C -1.043 0.737 -3.940 -0.895
C 0.151 0.171 -3.527 0.846
F 0.467 -1.062 -3.967 -0.373
H -1.677 0.201 -4.629 0.486
H -2.332 2.448 -3.703 0.529
S -1.140 4.078 -1.688 1.282
O -0.041 4.921 -1.332 -0.718
O -2.251 4.633 -2.398 -0.720
N -1.732 3.404 -0.277 -0.027
C -2.857 2.518 -0.464 -0.459
C -3.532 2.240 0.874 -1.190
H -3.924 3.161 1.303 0.289
H -4.351 1.534 0.734 0.446
C -2.506 1.654 1.859 0.792
C -1.336 2.638 1.998 -1.233
C -0.727 2.892 0.624 0.075
H 0.062 3.642 0.678 0.618
H -0.311 1.944 0.248 -0.222
H -1.717 3.562 2.430 0.329
H -0.586 2.215 2.667 0.405
O -2.054 0.394 1.371 -0.199
C -2.244 -0.574 2.381 -0.315
H -2.539 -1.513 1.911 0.323
C -3.332 0.048 3.258 -0.571
H -3.257 -0.217 4.311 0.335
O -3.078 1.429 3.131 -0.481
H -4.333 -0.198 2.880 0.279
H -1.314 -0.715 2.949 0.266
H -3.541 3.017 -1.150 0.548
H -2.534 1.559 -0.900 0.264
H 1.328 2.637 -1.554 0.639

---

55
Properties=species:S:1:pos:R:3:mulliken_charge:R:1 method="wB97M-V/def2-TZVPD" homo_lumo_gap_ev=9.39 de_lowest_ev=0.5159 smiles="Cc1n[nH]c(C)c1CN(C)C(=O)[C@H]1CCC(=O)N(CCc2cccc(F)c2)C1" e_homo_ha=-0.32749 spin_multiplicity=1
C 4.457 2.799 -0.897 -1.148
C 4.725 1.416 -0.418 0.359
N 5.868 0.808 -0.679 -1.038
N 5.789 -0.390 -0.094 0.357
C 4.618 -0.579 0.552 -0.276
C 3.890 0.582 0.363 1.325
C 2.514 0.874 0.863 -1.429
N 1.501 0.078 0.172 0.314
C 0.864 -0.894 0.856 -0.062
O 1.142 -1.138 2.018 -0.721
C -0.250 -1.659 0.138 0.671
C -0.587 -2.966 0.873 -0.851
C -2.095 -3.147 1.083 -0.961
C -2.891 -2.732 -0.134 0.751
O -3.740 -3.420 -0.665 -0.687
N -2.567 -1.491 -0.576 0.349
C -1.504 -0.770 0.079 -0.876
H -1.311 0.150 -0.474 0.414
H -1.789 -0.492 1.101 0.130
C -3.219 -0.945 -1.742 -0.895
H -3.618 -1.792 -2.307 0.559
H -2.482 -0.416 -2.352 0.362
C -4.380 -0.003 -1.378 -1.262
C -3.896 1.183 -0.598 0.444
C -3.212 2.215 -1.232 -0.309
C -2.714 3.286 -0.512 -0.612
C -2.889 3.351 0.860 -0.580
C -3.576 2.324 1.479 0.302
C -4.079 1.245 0.777 -0.410
H -4.608 0.466 1.303 0.463
F -3.759 2.373 2.815 -0.342
H -2.511 4.176 1.442 0.476
H -2.188 4.081 -1.021 0.438
H -3.075 2.180 -2.304 0.467
H -5.109 -0.566 -0.796 0.383
H -4.853 0.326 -2.305 0.445
H -2.427 -2.534 1.924 0.370
H -2.325 -4.187 1.312 0.367
H -0.199 -3.813 0.307 0.375
H -0.092 -2.955 1.847 0.346
H 0.056 -1.895 -0.885 0.375
C 1.303 0.462 -1.204 -1.056
H 0.742 1.401 -1.264 0.259
H 0.777 -0.299 -1.771 0.379
H 2.281 0.614 -1.665 0.364
H 2.280 1.933 0.716 0.471
H 2.435 0.632 1.925 0.482
C 4.300 -1.832 1.280 -1.343
H 5.107 -2.090 1.966 0.435
H 4.170 -2.659 0.582 0.297
H 3.380 -1.711 1.846 0.232
H 6.565 -1.030 -0.158 0.187
H 5.308 3.143 -1.478 0.372
H 4.310 3.471 -0.052 0.309
H 3.564 2.834 -1.520 0.228

---

56
Properties=species:S:1:pos:R:3:mulliken_charge:R:1 method="wB97M-V/def2-TZVPD" homo_lumo_gap_ev=9.14 de_lowest_ev=0.0064 smiles="COc1cc(F)ccc1CN1CCC(n2nccc2NC(=O)[C@H]2CCOC2)CC1" e_homo_ha=-0.31076 spin_multiplicity=1
C 1.592 1.130 -2.174 -0.829
H 2.380 1.091 -2.932 0.404
O 2.026 0.567 -0.954 -0.316
C 2.992 1.211 -0.247 0.687
C 3.654 2.344 -0.706 -0.618
C 4.608 2.940 0.099 0.214
C 4.931 2.455 1.348 -0.755
C 4.271 1.320 1.790 -0.367
C 3.315 0.685 1.017 -0.129
C 2.621 -0.543 1.544 -0.882
N 1.598 -0.180 2.521 0.119
C 1.073 -1.306 3.263 -1.328
C 0.147 -2.214 2.441 -0.669
H -0.255 -3.008 3.069 0.543
H 0.705 -2.684 1.631 0.289
C -0.996 -1.397 1.840 0.052
N -1.802 -2.254 0.988 1.125
C -2.944 -1.927 0.326 0.229
C -3.363 -3.063 -0.338 -0.913
C -2.400 -4.025 -0.016 -0.374
N -1.477 -3.526 0.780 -1.227
H -2.350 -5.049 -0.325 0.484
H -4.235 -3.187 -0.944 0.441
N -3.487 -0.647 0.405 0.009
C -3.782 0.225 -0.603 0.171
O -4.158 1.344 -0.336 -0.677
C -3.622 -0.306 -2.021 0.363
H -4.276 -1.173 -2.123 0.406
C -2.161 -0.691 -2.360 0.120
H -1.522 -0.824 -1.488 -0.389
O -1.632 0.369 -3.114 -0.384
C -2.683 0.834 -3.933 -0.502
H -2.425 1.838 -4.267 0.366
H -2.792 0.177 -4.809 0.286
C -3.944 0.780 -3.061 -0.931
H -4.832 0.549 -3.644 0.345
H -4.098 1.727 -2.543 0.304
H -2.154 -1.620 -2.950 0.284
H -3.547 -0.239 1.331 0.313
C -0.427 -0.206 1.063 0.353
C 0.512 0.602 1.973 -1.654
H -0.059 1.004 2.816 0.546
H 0.929 1.443 1.418 0.423
H 0.135 -0.567 0.201 0.242
H -1.219 0.451 0.704 0.142
H -1.638 -1.021 2.652 0.130
H 0.517 -0.898 4.115 0.463
H 1.907 -1.890 3.654 0.462
H 3.353 -1.163 2.070 0.813
H 2.226 -1.120 0.697 0.290
H 4.498 0.915 2.764 0.466
H 5.675 2.951 1.949 0.436
F 5.238 4.040 -0.370 -0.340
H 3.451 2.777 -1.672 0.514
H 0.742 0.534 -2.502 -0.006
H 1.264 2.164 -2.039 0.457

---

63
Properties=species:S:1:pos:R:3:mulliken_charge:R:1 method="wB97M-V/def2-TZVPD" homo_lumo_gap_ev=7.34 e_homo_ha=-0.30207 spin_multiplicity=1
C 2.372 -2.236 -1.193 -0.585
C 1.459 -1.422 -2.225 -0.089
N 1.850 0.031 -2.258 -0.389
C 1.243 0.637 -1.063 0.018
C 2.047 0.900 0.134 0.032
N 3.440 0.574 0.184 -0.501
C 1.356 1.498 1.347 -0.981
C -0.081 1.789 1.298 0.312
F -0.641 2.315 2.464 -0.207
C -0.943 1.512 0.077 0.258
N -2.303 1.802 0.189 -0.502
C -2.911 1.466 -0.987 0.773
C -4.488 1.675 -1.048 -0.639
C -5.128 0.313 -0.586 0.690
C -5.075 -1.035 -1.395 -1.243
N -5.740 0.296 0.555 -0.688
C -2.249 0.924 -2.218 0.038
O -3.009 0.653 -3.396 -0.266
N -2.838 1.655 -4.351 0.155
O -2.984 2.733 -3.902 -0.248
N -0.920 0.661 -2.287 -0.357
C -0.245 0.941 -1.100 0.309
H 2.088 -1.878 -0.154 0.273
H 2.125 -3.331 -1.225 0.427
H 3.451 -1.988 -1.392 -0.183
H 0.396 -1.579 -1.878 0.155
H 1.513 -1.856 -3.270 0.434
H 1.461 0.479 -3.092 0.396
H 3.717 0.044 -0.645 0.190
H 4.000 1.416 0.322 0.258
H 1.960 1.682 2.272 0.394
H -4.835 2.023 -2.058 0.337
H -4.730 2.423 -0.238 0.294
H -4.639 -1.890 -0.791 0.327
H -4.497 -0.990 -2.358 0.256
H -6.127 -1.357 -1.672 0.385
H -6.108 -0.665 0.674 0.267
C -3.200 2.346 4.759 -1.285
C -3.513 3.362 5.834 0.519
C -3.952 4.695 5.298 -0.451
O -3.548 5.586 6.337 -0.324
C -2.480 5.007 6.955 0.620
O -1.766 5.563 7.728 -0.529
O -2.337 3.708 6.569 -0.353
H -4.076 2.141 4.140 0.414
H -2.387 2.692 4.117 0.199
H -2.864 1.410 5.209 0.369
H -4.244 2.952 6.539 0.245
H -5.029 4.749 5.138 0.314
H -3.439 4.984 4.376 0.286
C 5.347 -5.976 -3.314 -1.444
C 5.877 -4.562 -3.237 0.463
C 7.209 -4.449 -2.552 -0.541
O 7.168 -3.124 -2.028 -0.367
C 5.857 -2.828 -1.816 0.619
O 5.470 -1.886 -1.194 -0.567
O 5.046 -3.750 -2.404 -0.248
H 6.023 -6.620 -3.879 0.389
H 5.208 -6.397 -2.316 0.354
H 4.368 -5.988 -3.797 0.356
H 5.899 -4.112 -4.235 0.242
H 8.045 -4.568 -3.241 0.309
H 7.331 -5.148 -1.719 0.313